1.
This record from the Open Molecules 2025 dataset describes 6 unconnected molecules or ions with the total composition C4H18NO7. The level of theory is ωB97M-V/def2-TZVPD.

Calculated values
F_max: 0.99 eV/A
Kohn-Sham gap: 9.285 eV
M: 192.2 g mol⁻¹
E: -20264.961 eV

The geometry in ORCA input format:
```
! wB97M-V def2-TZVPD RIJCOSX def2/J DEFGRID3
* xyz -1 1
O -3.465 0.491 2.408
C -2.751 0.503 1.431
C -1.608 -0.472 1.235
C -0.314 0.328 1.451
C 0.996 -0.434 1.082
O 1.710 0.135 0.003
N -1.694 -1.116 -0.083
H -2.893 1.312 0.685
H -1.683 -1.263 1.989
H -0.290 0.672 2.489
H -0.333 1.245 0.855
H 1.661 -0.385 1.960
H 0.777 -1.480 0.849
H -1.155 -0.607 -0.770
H -2.657 -1.186 -0.387
H 0.480 3.151 -0.672
H -0.328 2.146 -1.489
O -0.390 3.062 -1.123
H 0.928 0.814 -2.775
H 0.948 0.388 -1.147
O 0.334 0.523 -2.057
H -0.471 -3.220 -0.547
H 0.966 -3.283 -1.087
O 0.265 -3.836 -0.683
H 1.934 1.692 0.175
H 1.929 2.898 1.165
O 1.986 2.720 0.210
H 2.091 -1.325 -1.099
H 1.160 -1.500 -2.256
O 1.869 -1.973 -1.812
*
```

Atomic partial charges in e from the Mulliken method, atoms 1 to 8: -0.5131, -0.2795, 0.3932, -0.4483, -0.4105, -1.0411, -0.4134, 0.3773

=====

2.
This record from the Open Molecules 2025 dataset describes C15H21Cl2N3O2 in the gas phase. The level of theory is ωB97M-V/def2-TZVPD.

Calculated values
F_max: 0.57 eV/A
Kohn-Sham gap: 9.548 eV
M: 346.3 g mol⁻¹
E: -49508.427 eV
SMILES: CC[C@H](C)[C@H](NC(N)=O)C(=O)NCCc1ccc(Cl)cc1Cl

The geometry in ORCA input format:
```
! wB97M-V def2-TZVPD RIJCOSX def2/J DEFGRID3
* xyz 0 1
C 6.169 2.491 1.356
C 4.817 1.807 1.192
C 4.821 0.719 0.109
C 4.832 1.333 -1.290
C 3.619 -0.214 0.334
N 3.594 -1.288 -0.645
C 2.989 -2.476 -0.384
N 2.934 -3.336 -1.447
O 2.512 -2.763 0.702
C 2.246 0.494 0.327
O 2.016 1.550 -0.226
N 1.323 -0.216 1.003
C -0.079 0.120 0.987
C -0.872 -0.860 0.105
C -2.337 -0.553 0.160
C -3.170 -1.223 1.049
C -4.519 -0.937 1.142
C -5.057 0.045 0.327
Cl -6.740 0.416 0.422
C -4.259 0.736 -0.569
C -2.909 0.434 -0.641
Cl -1.935 1.316 -1.762
H 6.940 1.762 1.599
H 6.122 3.219 2.162
H 6.462 3.012 0.449
H 4.539 1.353 2.147
H 4.056 2.546 0.943
H 5.724 0.108 0.233
H 5.631 2.065 -1.367
H 3.887 1.830 -1.484
H 5.009 0.580 -2.057
H 3.731 -0.699 1.311
H 3.740 -1.016 -1.604
H 3.539 -3.206 -2.239
H 2.663 -4.281 -1.236
H 1.570 -1.157 1.298
H -0.165 1.137 0.596
H -0.468 0.093 2.009
H -0.508 -0.781 -0.920
H -0.690 -1.876 0.461
H -2.747 -1.989 1.681
H -5.148 -1.470 1.837
H -4.680 1.501 -1.202
*
```

Atomic partial charges in e from the Mulliken method, atoms 1 to 8: -1.3744, -0.4650, 0.1695, -1.5046, -0.3944, -0.1130, 0.5496, -0.4487

=====

3.
This record from the Open Molecules 2025 dataset describes a molecular structure, C41H41CdCl5N5O4PS. The level of theory is ωB97M-V/def2-TZVPD.

Calculated values
F_max: 1.76 eV/A
Kohn-Sham gap: 6.087 eV
M: 1020.5 g mol⁻¹
E: -146125.212 eV

The geometry in ORCA input format:
```
! wB97M-V def2-TZVPD RIJCOSX def2/J DEFGRID3
* xyz -2 1
Cd 0.347 0.103 1.012
O 0.419 -2.770 -2.698
C 0.418 -3.870 -1.916
C 0.846 -5.080 -2.460
C 0.917 -6.214 -1.674
C 0.531 -6.169 -0.340
C 0.062 -4.982 0.194
C -0.009 -3.825 -0.576
C -0.459 -2.535 0.013
O -0.265 -1.442 -0.652
N -1.078 -2.627 1.162
N -1.345 -1.422 1.753
C -2.272 -1.434 2.634
C -2.801 -0.270 3.306
C -3.630 -0.412 4.417
C -4.240 0.679 5.010
C -4.066 1.942 4.450
C -3.252 2.115 3.350
C -2.558 1.028 2.770
O -1.749 1.173 1.776
H 0.203 -2.022 -2.067
H 1.141 -5.099 -3.502
H 1.284 -7.140 -2.099
H 0.623 -7.048 0.284
H -0.254 -4.927 1.226
H -2.771 -2.387 2.839
H -3.792 -1.406 4.821
H -4.855 0.553 5.892
H -4.571 2.800 4.883
H -3.107 3.098 2.921
Cl 3.809 0.030 1.899
C 2.797 0.872 3.020
C 1.569 1.364 2.559
C 1.014 2.331 3.406
Cl -0.220 3.374 2.793
C 1.491 2.612 4.687
Cl 0.704 3.770 5.700
C 2.620 1.955 5.156
Cl 3.180 2.215 6.766
C 3.317 1.126 4.287
Cl 4.813 0.431 4.798
C -6.889 -0.670 -1.124
C -5.650 0.151 -0.881
C -4.385 -0.412 -1.039
C -3.241 0.337 -0.827
C -3.353 1.666 -0.459
C -4.601 2.237 -0.275
C -5.745 1.482 -0.491
S -1.880 2.646 -0.101
C -2.162 3.654 -1.677
O -0.685 1.858 -0.528
H -6.785 -1.258 -2.036
H -7.763 -0.026 -1.221
H -7.067 -1.361 -0.299
H -4.304 -1.453 -1.330
H -2.256 -0.100 -0.929
H -4.676 3.272 0.037
H -6.719 1.933 -0.343
H -2.186 2.997 -2.544
H -1.337 4.360 -1.760
H -3.105 4.188 -1.585
C 3.571 -1.244 -1.448
C 3.701 0.256 -1.720
C 4.533 0.454 -2.986
P 1.970 0.995 -1.604
C 1.333 0.729 -3.358
C 1.766 1.712 -4.444
C -0.196 0.657 -3.335
C 2.265 2.858 -1.510
C 2.293 3.214 -0.024
C 3.481 3.498 -2.180
H 4.553 -1.703 -1.321
H 3.061 -1.753 -2.269
H 2.997 -1.427 -0.542
H 4.235 0.708 -0.876
H 4.072 -0.047 -3.838
H 5.519 0.005 -2.837
H 4.678 1.503 -3.227
H 1.709 -0.268 -3.619
H 1.394 2.715 -4.233
H 1.339 1.398 -5.401
H 2.846 1.754 -4.562
H -0.625 1.648 -3.183
H -0.534 0.021 -2.522
H -0.571 0.248 -4.277
H 1.352 3.286 -1.939
H 3.152 2.749 0.465
H 1.389 2.853 0.456
H 2.356 4.296 0.119
H 4.402 3.132 -1.724
H 3.433 4.579 -2.018
H 3.515 3.328 -3.254
N 1.649 -1.824 1.604
C 2.218 -2.832 1.581
C 2.961 -4.004 1.553
C 3.874 -4.238 0.510
N 4.652 -4.447 -0.321
C 2.843 -4.984 2.549
N 2.789 -5.816 3.352
*
```

Atomic partial charges in e from the Mulliken method, atoms 1 to 8: 4.5050, -0.6295, 0.5825, -0.7454, -0.3095, -0.6862, -0.8312, 0.1648

=====

4.
This record from the Open Molecules 2025 dataset describes C4H5NO2 in the gas phase. The level of theory is ωB97M-V/def2-TZVPD.

Calculated values
F_max: 1.60 eV/A
Kohn-Sham gap: 9.522 eV
M: 99.1 g mol⁻¹
E: -9812.191 eV

The geometry in ORCA input format:
```
! wB97M-V def2-TZVPD RIJCOSX def2/J DEFGRID3
* xyz 0 1
O -1.302 2.286 -0.234
C -0.537 1.376 -0.075
C -0.919 -0.010 0.391
C -0.040 -1.030 -0.318
N 1.360 -0.586 -0.157
C 1.786 0.683 -0.133
O 0.800 1.601 -0.301
H -0.752 -0.082 1.473
H -1.985 -0.151 0.199
H -0.273 -1.067 -1.392
H -0.177 -2.042 0.070
H 2.038 -0.976 0.476
*
```

Atomic partial charges in e from the Mulliken method, atoms 1 to 8: -0.5107, 0.5029, -0.3544, -0.5348, -0.0377, -0.3882, -0.1641, 0.2682

=====

5.
This record from the Open Molecules 2025 dataset describes a molecular structure, C11H30MoN2O2P3S3. The level of theory is ωB97M-V/def2-TZVPD.

Calculated values
F_max: 0.69 eV/A
<S²>: 0.757
Kohn-Sham gap (spin up / spin down): 6.915 / 6.800 eV
M: 507.4 g mol⁻¹
E: -81186.646 eV

The geometry in ORCA input format:
```
! wB97M-V def2-TZVPD RIJCOSX def2/J DEFGRID3
* xyz 2 2
Mo -0.450 0.324 0.065
C 4.750 -3.734 1.141
C 3.293 -3.815 1.490
O 2.712 -2.441 1.550
P 1.944 -1.735 0.424
S 1.987 0.249 0.678
S -0.024 -2.128 0.327
O 2.646 -2.208 -0.883
C 2.290 -1.731 -2.228
C 2.997 -2.580 -3.249
H 5.179 -4.737 1.190
H 5.281 -3.100 1.853
H 4.897 -3.346 0.134
H 3.128 -4.217 2.477
H 2.721 -4.392 0.770
H 2.594 -0.690 -2.283
H 1.216 -1.800 -2.328
H 4.080 -2.465 -3.167
H 2.692 -2.274 -4.254
H 2.744 -3.634 -3.117
C 1.829 3.270 -0.615
P 0.423 2.705 0.384
C 0.940 2.951 2.121
C -0.829 4.005 0.194
C -2.064 3.496 0.921
P -2.448 1.844 0.233
C -3.859 1.344 1.257
C -3.159 2.346 -1.373
H 1.986 4.328 -0.415
H 1.629 3.139 -1.676
H 2.730 2.723 -0.363
H 1.039 4.017 2.320
H 1.895 2.471 2.305
H 0.216 2.525 2.802
H -1.024 4.184 -0.862
H -0.438 4.924 0.617
H -2.923 4.145 0.785
H -1.884 3.407 1.992
H -4.600 2.144 1.249
H -3.522 1.192 2.278
H -4.327 0.437 0.897
H -3.817 3.198 -1.219
H -3.723 1.545 -1.829
H -2.372 2.637 -2.060
N -4.397 -2.499 -0.826
C -3.311 -2.006 -0.233
N -3.006 -2.419 0.992
S -2.419 -0.838 -1.136
H -4.962 -3.214 -0.401
H -4.644 -2.195 -1.752
H -3.511 -3.175 1.427
H -2.123 -2.176 1.394
*
```

Atomic partial charges in e from the Mulliken method, atoms 1 to 8: -0.3651, -1.0246, -0.1982, -0.3218, 1.0393, -0.6456, -0.6813, -0.0766

=====

6.
This record from the Open Molecules 2025 dataset describes C3H8BrN in the gas phase. The level of theory is ωB97M-V/def2-TZVPD.

Calculated values
F_max: 3.71 eV/A
Kohn-Sham gap: 8.705 eV
M: 138.0 g mol⁻¹
E: -74771.260 eV
SMILES: CCN(C)Br

The geometry in ORCA input format:
```
! wB97M-V def2-TZVPD RIJCOSX def2/J DEFGRID3
* xyz 0 1
C -0.777 -1.457 0.838
C -0.428 -0.084 0.271
N 0.497 -0.148 -0.880
C 1.137 1.109 -1.071
Br -0.651 -0.634 -2.605
H 0.196 -1.925 1.012
H -1.398 -1.205 1.719
H -1.425 -1.948 0.155
H -1.315 0.544 -0.094
H -0.094 0.465 1.148
H 1.566 1.338 -2.012
H 0.504 2.074 -0.894
H 1.945 1.329 -0.403
*
```

Atomic partial charges in e from the Mulliken method, atoms 1 to 8: -1.0530, -0.4234, -0.3539, -0.8119, -0.1237, 0.2992, 0.3188, 0.3047

=====

7.
This record from the Open Molecules 2025 dataset describes C5H7NS in the gas phase. The level of theory is ωB97M-V/def2-TZVPD.

Calculated values
F_max: 5.80 eV/A
Kohn-Sham gap: 8.256 eV
M: 113.2 g mol⁻¹
E: -17619.941 eV
SMILES: C=CC(=C)NC=S

The geometry in ORCA input format:
```
! wB97M-V def2-TZVPD RIJCOSX def2/J DEFGRID3
* xyz 0 1
C -2.204 0.456 -0.073
C -0.962 0.436 0.679
C 0.215 0.380 -0.215
C 0.578 1.325 -1.059
N 1.252 -0.524 0.207
C 1.135 -1.768 0.508
S -0.185 -2.718 0.173
H -3.084 0.568 0.592
H -2.004 0.346 -1.200
H -0.893 0.470 1.877
H 0.369 2.500 -0.933
H 1.509 0.982 -1.645
H 2.217 -0.136 -0.023
H 2.055 -2.317 1.112
*
```

Atomic partial charges in e from the Mulliken method, atoms 1 to 8: -0.6188, -0.0681, 0.2401, -0.7977, -0.1860, -0.1555, -0.2759, 0.2817

=====

8.
This record from the Open Molecules 2025 dataset describes 2 unconnected molecules or ions with the total composition C3H6N4. The level of theory is ωB97M-V/def2-TZVPD.

Calculated values
F_max: 2.65 eV/A
Kohn-Sham gap: 10.883 eV
M: 98.1 g mol⁻¹
E: -9164.021 eV

The geometry in ORCA input format:
```
! wB97M-V def2-TZVPD RIJCOSX def2/J DEFGRID3
* xyz 0 1
C 1.310 0.249 0.244
C 0.284 0.859 -0.567
C 2.489 -0.398 -0.463
N -2.945 -0.235 -0.854
N -3.300 -0.193 0.196
N -3.804 0.001 1.268
N -0.096 -0.165 0.021
H 1.563 0.465 1.246
H -0.095 1.612 -1.258
H 2.361 -0.659 -1.502
H 2.860 -1.265 -0.051
H 3.311 0.365 -0.308
H -3.937 -0.636 2.027
*
```

Atomic partial charges in e from the Mulliken method, atoms 1 to 8: 0.2106, -0.2722, -1.1716, -0.3831, 0.8561, -0.7267, -0.3865, 0.3609

=====

9.
This record from the Open Molecules 2025 dataset describes a molecular structure, C9H10N2NdS. The level of theory is ωB97M-V/def2-TZVPD.

Calculated values
F_max: 5.39 eV/A
<S²>: 3.756
Kohn-Sham gap (spin up / spin down): 5.693 / 5.706 eV
M: 322.5 g mol⁻¹
E: -38587.699 eV

The geometry in ORCA input format:
```
! wB97M-V def2-TZVPD RIJCOSX def2/J DEFGRID3
* xyz -1 4
C -0.890 -1.387 -1.369
C -0.403 -0.385 -2.250
C -1.282 0.731 -2.177
C -2.306 0.421 -1.241
C -2.062 -0.887 -0.740
Nd -0.096 0.682 0.219
C 2.349 -0.157 0.350
C 1.766 -1.076 1.274
C 2.194 -2.398 1.357
N 0.609 -0.676 1.910
H -1.132 1.696 -2.669
H 0.517 -0.443 -2.837
H -3.093 1.100 -0.902
H -2.641 -1.404 0.027
H -0.433 -2.363 -1.188
H 2.666 -0.534 -0.624
H 0.281 -1.379 2.569
H 2.580 0.912 0.532
H 3.025 -2.698 0.726
H 1.690 -3.106 2.008
S -0.749 3.103 1.233
C -1.146 4.578 1.712
N -1.444 5.671 2.080
*
```

Atomic partial charges in e from the Mulliken method, atoms 1 to 8: -0.3658, -0.4711, -0.5743, -0.5184, -0.5097, 0.9543, -1.3465, 1.0218

=====

10.
This record from the Open Molecules 2025 dataset describes a molecular structure, C14H8Cl5O5Rh. The level of theory is ωB97M-V/def2-TZVPD.

Calculated values
F_max: 1.06 eV/A
<S²>: 6.025
Kohn-Sham gap (spin up / spin down): 8.666 / 5.923 eV
M: 536.4 g mol⁻¹
E: -90500.646 eV

The geometry in ORCA input format:
```
! wB97M-V def2-TZVPD RIJCOSX def2/J DEFGRID3
* xyz 0 5
Rh 0.577 0.389 -0.337
O -3.086 2.097 1.107
C -2.303 1.288 0.674
O -1.166 1.507 0.109
C -2.764 -0.242 0.790
C -2.439 -1.049 -0.476
C -3.252 -2.343 -0.478
C -2.553 -3.139 0.654
C -1.412 -2.188 1.049
O -1.100 -1.541 -0.195
C -2.035 -1.040 1.840
C -0.748 -0.125 2.486
O -1.154 0.472 3.451
O 0.303 -0.281 1.857
H -3.826 -0.164 0.996
H -2.443 -0.480 -1.395
H -3.152 -2.847 -1.438
H -4.309 -2.158 -0.293
H -2.134 -4.076 0.293
H -3.207 -3.361 1.497
H -0.529 -2.643 1.478
H -2.616 -1.314 2.712
Cl -2.070 0.706 -3.841
C -0.430 0.262 -3.558
C 0.113 0.096 -2.304
C 1.350 -0.223 -2.076
Cl 2.277 1.587 0.458
C 2.307 -0.394 -3.050
Cl 3.942 -0.769 -2.694
C 1.834 -0.246 -4.352
Cl 2.920 -0.431 -5.667
C 0.473 0.076 -4.605
Cl -0.059 0.272 -6.223
*
```

Atomic partial charges in e from the Mulliken method, atoms 1 to 8: 0.1776, -0.6529, 0.1144, -0.5579, 0.0353, 0.5672, -0.9742, -0.9370

=====

11.
This record from the Open Molecules 2025 dataset describes a molecular structure, C51H54N11O3RuS2. The level of theory is ωB97M-V/def2-TZVPD.

Calculated values
F_max: 1.20 eV/A
<S²>: 0.773
Kohn-Sham gap (spin up / spin down): 6.891 / 5.946 eV
M: 1034.3 g mol⁻¹
E: -100551.643 eV

The geometry in ORCA input format:
```
! wB97M-V def2-TZVPD RIJCOSX def2/J DEFGRID3
* xyz 0 2
Ru -0.376 -0.174 0.640
C 1.012 -1.455 3.651
C -0.309 -0.814 3.935
C -0.716 -0.737 5.291
C -1.916 -0.195 5.608
C -2.758 0.271 4.577
C -4.037 0.806 4.853
C -4.824 1.226 3.819
C -4.361 1.137 2.497
C -3.117 0.624 2.189
S -2.593 0.569 0.539
C -2.287 0.175 3.251
N -1.050 -0.357 2.942
H 1.445 -1.856 4.566
H 1.698 -0.728 3.222
H 0.897 -2.260 2.930
H -0.054 -1.118 6.057
H -2.247 -0.124 6.637
H -4.369 0.869 5.881
H -5.808 1.633 4.011
H -4.985 1.484 1.683
C -4.485 -3.653 -0.595
N -3.277 -3.227 0.103
C -2.438 -2.248 -0.210
N -1.491 -2.155 0.718
C -1.829 -3.134 1.596
N -2.893 -3.823 1.262
C -4.370 -3.543 -2.097
C -5.482 -3.165 -2.841
C -5.397 -3.029 -4.221
C -4.194 -3.246 -4.873
C -3.084 -3.634 -4.133
C -3.180 -3.803 -2.757
C -1.775 -3.792 -4.768
N -1.428 -3.730 -6.002
N -0.028 -3.867 -6.015
C 0.319 -4.007 -4.788
O -0.730 -3.996 -3.939
C 1.638 -4.137 -4.170
C 2.814 -4.004 -4.900
C 4.032 -4.087 -4.244
C 4.085 -4.280 -2.866
C 2.910 -4.415 -2.141
C 2.890 -4.567 -0.641
N 2.513 -3.310 0.006
C 1.320 -2.719 0.073
N 1.435 -1.547 0.680
C 2.762 -1.481 0.960
N 3.454 -2.523 0.571
C 1.696 -4.356 -2.803
H -5.320 -3.037 -0.258
H -4.673 -4.675 -0.267
H -2.521 -1.633 -1.085
H -1.271 -3.347 2.494
H -6.420 -2.961 -2.339
H -6.267 -2.721 -4.785
H -4.098 -3.105 -5.941
H -2.304 -4.102 -2.199
H 2.761 -3.828 -5.966
H 4.951 -3.989 -4.807
H 5.042 -4.317 -2.359
H 3.869 -4.827 -0.246
H 2.174 -5.331 -0.341
H 0.407 -3.121 -0.324
H 3.216 -0.643 1.450
H 0.773 -4.472 -2.251
C 2.214 4.418 -3.588
C 2.138 3.125 -2.818
C 2.804 1.991 -3.270
C 2.750 0.811 -2.546
C 3.418 -0.449 -3.029
C 2.027 0.789 -1.367
C 1.278 1.876 -0.889
C 1.392 3.065 -1.652
N 0.517 1.721 0.283
C -0.055 2.985 0.880
C 1.020 4.074 1.151
C 0.366 5.314 1.780
C -0.734 5.854 0.863
C -1.815 4.785 0.676
C -2.401 4.391 2.033
C -1.281 3.852 2.924
C -0.227 4.937 3.137
C -0.621 2.641 2.260
C -1.203 3.548 0.010
H 2.784 4.296 -4.508
H 2.693 5.199 -2.995
H 1.217 4.774 -3.854
H 3.355 2.029 -4.204
H 4.140 -0.243 -3.819
H 2.669 -1.138 -3.429
H 3.935 -0.961 -2.213
H 2.013 -0.107 -0.793
H 0.859 3.952 -1.376
H 1.559 4.371 0.258
H 1.744 3.676 1.859
H 1.135 6.079 1.919
H -0.313 6.130 -0.110
H -1.168 6.759 1.300
H -2.607 5.171 0.027
H -3.172 3.627 1.892
H -2.872 5.257 2.510
H -1.695 3.544 3.889
H 0.564 4.562 3.792
H -0.673 5.817 3.614
H -1.343 1.854 2.139
H 0.192 2.277 2.895
H -0.861 3.803 -0.989
H -1.955 2.772 -0.102
C 4.537 0.703 3.618
S 3.181 1.467 2.733
C 4.177 2.208 1.444
O 2.709 2.575 3.621
H 5.182 1.499 3.989
H 5.089 0.026 2.967
H 4.112 0.148 4.452
H 4.804 2.970 1.909
H 3.508 2.655 0.712
H 4.779 1.441 0.956
O -0.399 -0.987 -3.660
C -0.411 -0.758 -2.483
N -0.409 -0.563 -1.321
*
```

Atomic partial charges in e from the Mulliken method, atoms 1 to 8: 0.7139, -0.6635, 0.4747, -1.1388, -1.3511, 0.7667, -0.9864, -0.8696